<i>
The following is a DFT calculation (ωB97M-V/def2-TZVPD) of the molecule C19H21NO4.

Values from the calculation:
Frontier orbital gap, eV: 9.0

Last columns: bonded neighbours and bond lengths (Å).
Element x y z (Å)
1 C 4.320 -4.216 -2.965  O2 1.406, H25 1.095, H26 1.095, H27 1.089
2 O 3.774 -2.921 -2.936  C1 1.406, C3 1.362
3 C 2.420 -2.784 -2.878  O2 1.362, C4 1.390, C24 1.396
4 C 1.514 -3.838 -2.825  C3 1.390, C5 1.385, H28 1.079
5 C 0.155 -3.580 -2.766  C4 1.385, C6 1.386, H29 1.080
6 C -0.318 -2.277 -2.767  C5 1.386, O7 1.385, C23 1.392
7 O -1.680 -2.027 -2.740  C6 1.385, C8 1.422
8 C -2.241 -2.041 -1.433  O7 1.422, C9 1.507, H30 1.099, H31 1.093
9 C -1.691 -0.915 -0.596  C8 1.507, C10 1.390, C22 1.389
10 C -2.210 0.368 -0.723  C9 1.390, C11 1.382, H32 1.080
11 C -1.657 1.422 -0.022  C10 1.382, C12 1.392, H33 1.081
12 C -0.564 1.209 0.813  C11 1.392, C13 1.495, C21 1.389
13 C 0.108 2.349 1.509  C12 1.495, O14 1.217, N15 1.357
14 O 1.274 2.626 1.293  C13 1.217
15 N -0.664 3.082 2.351  C13 1.357, C16 1.445, C20 1.450
16 C -1.943 2.682 2.892  N15 1.445, C17 1.536, H34 1.089, H35 1.096
17 C -1.787 2.402 4.395  C16 1.536, O18 1.407, H36 1.091, H37 1.102
18 O -1.256 3.514 5.074  C17 1.407, C19 1.412
19 C 0.008 3.870 4.556  O18 1.412, C20 1.530, H38 1.091, H39 1.101
20 C -0.082 4.203 3.065  N15 1.450, C19 1.530, H40 1.091, H41 1.095
21 C -0.025 -0.066 0.919  C12 1.389, C22 1.383, H42 1.080
22 C -0.590 -1.121 0.225  C9 1.389, C21 1.383, H43 1.081
23 C 0.587 -1.221 -2.818  C6 1.392, C24 1.377, H44 1.079
24 C 1.940 -1.473 -2.875  C3 1.396, C23 1.377, H45 1.078
25 H 4.075 -4.777 -2.057  C1 1.095
26 H 3.981 -4.777 -3.842  C1 1.095
27 H 5.399 -4.080 -3.021  C1 1.089
28 H 1.850 -4.863 -2.830  C4 1.079
29 H -0.547 -4.400 -2.728  C5 1.080
30 H -2.046 -3.007 -0.947  C8 1.099
31 H -3.316 -1.925 -1.589  C8 1.093
32 H -3.048 0.538 -1.383  C10 1.080
33 H -2.060 2.418 -0.134  C11 1.081
34 H -2.310 1.791 2.386  C16 1.089
35 H -2.656 3.503 2.753  C16 1.096
36 H -2.757 2.198 4.850  C17 1.091
37 H -1.130 1.528 4.531  C17 1.102
38 H 0.339 4.737 5.128  C19 1.091
39 H 0.719 3.043 4.702  C19 1.101
40 H 0.908 4.390 2.649  C20 1.091
41 H -0.722 5.080 2.921  C20 1.095
42 H 0.842 -0.224 1.543  C21 1.080
43 H -0.165 -2.111 0.314  C22 1.081
44 H 0.218 -0.207 -2.817  C23 1.079
45 H 2.653 -0.666 -2.913  C24 1.078

Here are the Mulliken charges for atoms 1 to 8, given in e: number 1, C, carries -0.84; number 2, O, carries -0.43; number 3, C, carries 0.75; number 4, C, carries -0.39; number 5, C, carries -0.72; number 6, C, carries 0.24; number 7, O, carries -0.49; number 8, C, carries -1.31

<ii>
The following is a DFT calculation (ωB97M-V/def2-TZVPD) of the molecule C19H21NO4.

Values from the calculation:
Frontier orbital gap, eV: 9.0

Last columns: bonded neighbours and bond lengths (Å).
Element x y z (Å)
1 C -1.604 -2.804 -0.402  C2 1.526, H25 1.086, H26 1.087, H27 1.086
2 C -1.100 -1.495 0.198  C1 1.526, N3 1.447, C15 1.548, H28 1.097
3 N 0.205 -1.198 -0.353  C2 1.447, C4 1.447, H29 1.015
4 C 0.914 -0.074 0.220  N3 1.447, C5 1.529, H30 1.101, H31 1.093
5 C 2.382 -0.123 -0.206  C4 1.529, C6 1.530, O14 1.413, H32 1.103
6 C 3.099 -1.360 0.337  C5 1.530, O7 1.409, H33 1.090, H34 1.099
7 O 4.429 -1.402 -0.124  C6 1.409, C8 1.372
8 C 5.077 -0.198 -0.007  O7 1.372, C9 1.389, C13 1.398
9 C 6.462 -0.177 -0.114  C8 1.389, C10 1.381, H35 1.078
10 C 7.155 1.009 0.028  C9 1.381, C11 1.386, H36 1.079
11 C 6.471 2.186 0.290  C10 1.386, C12 1.381, H37 1.079
12 C 5.093 2.180 0.379  C11 1.381, C13 1.389, H38 1.078
13 C 4.385 0.996 0.219  C8 1.398, C12 1.389, O14 1.374
14 O 3.013 1.045 0.279  C5 1.413, C13 1.374
15 C -2.138 -0.357 0.038  C2 1.548, C16 1.532, O24 1.415, H39 1.103
16 C -2.498 -0.015 -1.411  C15 1.532, O17 1.409, H40 1.092, H41 1.098
17 O -3.360 1.100 -1.442  C16 1.409, C18 1.373
18 C -4.396 1.005 -0.546  O17 1.373, C19 1.389, C23 1.397
19 C -5.484 1.855 -0.697  C18 1.389, C20 1.381, H42 1.078
20 C -6.561 1.766 0.162  C19 1.381, C21 1.386, H43 1.079
21 C -6.567 0.817 1.173  C20 1.386, C22 1.381, H44 1.079
22 C -5.481 -0.019 1.344  C21 1.381, C23 1.389, H45 1.078
23 C -4.383 0.076 0.498  C18 1.397, C22 1.389, O24 1.372
24 O -3.310 -0.747 0.728  C15 1.415, C23 1.372
25 H -2.598 -3.022 -0.023  C1 1.086
26 H -1.638 -2.746 -1.487  C1 1.087
27 H -0.932 -3.610 -0.124  C1 1.086
28 H -0.971 -1.636 1.278  C2 1.097
29 H 0.152 -1.109 -1.362  N3 1.015
30 H 0.517 0.911 -0.070  C4 1.101
31 H 0.861 -0.153 1.309  C4 1.093
32 H 2.451 -0.141 -1.306  C5 1.103
33 H 2.607 -2.269 -0.010  C6 1.090
34 H 3.081 -1.326 1.436  C6 1.099
35 H 6.971 -1.109 -0.303  C9 1.078
36 H 8.231 1.013 -0.056  C10 1.079
37 H 7.011 3.112 0.416  C11 1.079
38 H 4.536 3.084 0.566  C12 1.078
39 H -1.743 0.559 0.507  C15 1.103
40 H -1.617 0.268 -1.990  C16 1.092
41 H -2.990 -0.877 -1.879  C16 1.098
42 H -5.461 2.573 -1.501  C19 1.078
43 H -7.402 2.431 0.036  C20 1.079
44 H -7.414 0.735 1.836  C21 1.079
45 H -5.454 -0.753 2.134  C22 1.078

Here are the Mulliken charges for atoms 1 to 8, given in e: number 1, C, carries -1.70; number 2, C, carries -0.25; number 3, N, carries -0.15; number 4, C, carries -0.86; number 5, C, carries 0.35; number 6, C, carries -0.56; number 7, O, carries -0.45; number 8, C, carries 0.50

Among the structures above, stability is greatest for <i>.